No. 1
{"formula": "C31H57N8O4Sr", "method": "ωB97M-V/def2-TZVPD", "lumo_energy_ev": -1.90, "e_homo_ev": -8.9, "homo_lumo_gap_ev": 7.05, "charge": 1, "spin_multiplicity": 1, "species": ["Sr", "C", "C", "C", "C", "C", "C", "N", "C", "C", "N", "C", "C", "O", "O", "C", "C", "C", "C", "C", "C", "N", "C", "C", "N", "C", "C", "O", "O", "H", "H", "H", "H", "H", "H", "H", "H", "H", "H", "H", "H", "H", "H", "H", "H", "H", "H", "H", "H", "H", "H", "H", "H", "H", "H", "H", "H", "H", "H", "H", "H", "H", "H", "H", "H", "H", "H", "H", "C", "C", "N", "C", "C", "C", "C", "C", "C", "C", "N", "C", "C", "N", "N", "H", "H", "H", "H", "H", "H", "H", "H", "H", "H", "H", "H", "H", "H", "H", "H", "H", "H"], "positions_angstrom": [[0.674, 1.060, -1.170], [-5.047, -2.584, -0.861], [-3.627, -2.396, -0.313], [-2.665, -3.339, -1.028], [-1.386, -3.812, -0.309], [-0.775, -4.902, -1.191], [-1.680, -4.364, 1.081], [-0.393, -2.655, -0.153], [1.018, -3.123, -0.007], [2.155, -2.109, 0.196], [1.935, -0.861, 0.936], [3.259, -0.160, 0.972], [3.941, 0.326, -0.317], [4.840, -0.314, -0.801], [2.275, -0.280, -2.230], [1.585, -1.009, 2.394], [1.043, -2.361, 2.831], [0.779, 0.231, 2.838], [-0.747, 0.193, 3.066], [-1.132, -0.548, 4.351], [-1.169, 1.665, 3.216], [-1.427, -0.449, 1.912], [-2.888, -0.566, 2.069], [-3.622, -0.231, 0.781], [-3.147, -1.011, -0.350], [-3.254, -0.356, -1.643], [-1.957, -0.316, -2.457], [-1.990, 0.102, -3.609], [-0.882, -0.637, -1.823], [-5.443, -3.550, -0.545], [-5.073, -2.564, -1.951], [-5.723, -1.812, -0.491], [-3.657, -2.677, 0.740], [-2.395, -2.922, -2.004], [-3.213, -4.258, -1.247], [-1.536, -5.664, -1.356], [0.080, -5.392, -0.732], [-0.482, -4.511, -2.168], [-2.472, -5.111, 1.014], [-2.009, -3.583, 1.769], [-0.805, -4.851, 1.513], [-0.522, -1.984, -0.952], [-0.682, -2.078, 0.658], [1.265, -3.641, -0.930], [1.008, -3.862, 0.788], [2.524, -1.814, -0.783], [2.964, -2.699, 0.654], [3.993, -0.843, 1.419], [3.149, 0.711, 1.615], [2.536, -0.938, 2.932], [0.048, -2.593, 2.455], [0.983, -2.358, 3.918], [1.735, -3.160, 2.567], [0.993, 1.010, 2.096], [1.204, 0.604, 3.774], [-0.456, -0.270, 5.161], [-1.099, -1.627, 4.232], [-2.140, -0.282, 4.669], [-0.576, 2.157, 3.988], [-2.217, 1.773, 3.496], [-1.005, 2.204, 2.278], [-1.260, 0.119, 1.084], [-3.272, 0.111, 2.835], [-3.135, -1.574, 2.413], [-3.444, 0.826, 0.563], [-4.705, -0.337, 0.953], [-3.515, 0.695, -1.494], [-4.045, -0.757, -2.283], [0.882, 2.721, -3.170], [1.405, 1.397, -3.726], [2.615, 0.795, -3.038], [3.596, 1.754, -2.351], [3.642, 1.767, -0.787], [4.876, 2.615, -0.513], [4.717, 3.898, -0.163], [3.414, 4.458, 0.102], [2.385, 3.570, 0.209], [1.053, 3.974, 0.803], [-0.081, 3.564, -0.062], [-0.248, 4.507, -1.182], [-1.062, 3.928, -2.329], [-0.528, 2.645, -2.806], [2.456, 2.258, -0.093], [1.107, 3.532, -3.871], [1.421, 2.987, -2.250], [1.695, 1.540, -4.765], [0.637, 0.614, -3.732], [3.154, 0.403, -3.810], [3.433, 2.764, -2.725], [4.586, 1.436, -2.674], [5.848, 2.157, -0.643], [5.595, 4.516, -0.019], [3.296, 5.492, 0.391], [1.038, 5.051, 0.995], [0.939, 3.459, 1.760], [-0.929, 3.595, 0.494], [0.751, 4.788, -1.522], [-0.723, 5.440, -0.860], [-1.089, 4.675, -3.133], [-2.093, 3.749, -2.018], [-1.107, 2.258, -3.546]], "mulliken_charge": [1.01, -1.98, 0.12, -2.01, 2.47, -2.12, -1.85, 3.29, -1.32, -1.85, 1.66, -1.58, -0.24, -0.65, -0.46, 0.09, -2.23, -0.70, 1.46, -1.88, -1.59, 0.93, -0.89, -1.50, 1.17, -0.98, 0.31, -0.86, -1.18, 0.52, 0.44, 0.30, 0.44, 0.07, 0.75, 0.51, 0.42, 0.43, 0.40, 0.25, 0.46, -0.16, -1.44, 0.60, 0.71, 1.03, 0.10, 0.61, 0.68, 0.82, 0.32, 0.48, 0.55, -0.72, 0.72, 0.39, 0.38, 0.43, 0.48, 0.48, -0.04, -0.68, 0.68, 0.33, 0.42, 0.35, 0.46, 0.24, -0.87, -0.98, 0.14, -1.47, 2.20, -1.89, -0.65, -1.47, 0.76, -1.34, 0.39, -0.89, -1.14, 0.22, 0.93, 0.37, 0.31, 0.36, 0.43, 0.54, 0.30, 0.64, 0.46, 0.45, 0.48, 0.42, 0.21, 0.22, 0.40, 0.51, 0.39, 0.44, 0.25]}

***

No. 2
{"formula": "C4H2O2", "method": "ωB97M-V/def2-TZVPD", "lumo_energy_ev": [-1.10, -1.10], "e_homo_ev": [-8.4, -8.4], "homo_lumo_gap_ev": [7.29, 7.29], "relative_energy_kj_mol": 176.5, "spin_multiplicity": 1, "species": ["O", "C", "C", "C", "C", "O", "H", "H"], "positions_angstrom": [[-2.630, -0.539, 0.689], [-1.823, 0.204, 0.279], [-0.996, 0.917, -0.439], [0.301, 0.907, -0.530], [1.385, 0.232, -0.185], [1.156, -1.104, -0.003], [2.403, 0.550, -0.021], [0.206, -1.167, 0.210]], "mulliken_charge": [-0.38, 0.63, -0.43, 0.04, -0.02, -0.42, 0.33, 0.24]}

***

No. 3
{"formula": "C4H10S3", "method": "ωB97M-V/def2-TZVPD", "lumo_energy_ev": 0.56, "e_homo_ev": -9.1, "homo_lumo_gap_ev": 9.70, "relative_energy_kj_mol": 138.3, "spin_multiplicity": 1, "species": ["C", "C", "C", "C", "S", "S", "S", "H", "H", "H", "H", "H", "H", "H", "H", "H", "H"], "positions_angstrom": [[1.079, -1.303, 0.342], [1.257, 1.135, -0.042], [0.353, 0.076, 0.516], [-1.019, -0.005, -0.059], [-1.995, 1.327, 0.536], [-1.862, -1.462, 0.670], [-1.001, 0.194, -1.919], [1.036, -1.705, -0.704], [0.603, -2.081, 1.037], [2.092, -1.361, 0.759], [1.599, 1.010, -1.060], [2.179, 1.346, 0.664], [0.824, 2.225, -0.007], [0.394, 0.454, 1.554], [-1.002, 2.216, 0.113], [-2.735, -1.744, -0.291], [-0.609, -1.103, -2.073]], "mulliken_charge": [-1.27, -1.44, 0.45, 0.13, -0.17, -0.23, -0.09, 0.25, 0.36, 0.41, 0.33, 0.34, 0.35, 0.18, 0.11, 0.15, 0.13]}

***

No. 4
{"formula": "C6H12O", "method": "ωB97M-V/def2-TZVPD", "lumo_energy_ev": 0.71, "e_homo_ev": -8.0, "homo_lumo_gap_ev": 8.71, "relative_energy_kj_mol": 421.9, "spin_multiplicity": 1, "species": ["C", "C", "C", "C", "C", "C", "O", "H", "H", "H", "H", "H", "H", "H", "H", "H", "H", "H", "H"], "positions_angstrom": [[-0.229, -0.113, 2.339], [-0.595, -1.172, 1.289], [0.063, -0.904, -0.043], [-0.593, -0.266, -1.123], [0.200, 0.410, -2.092], [0.851, 1.608, -0.999], [1.305, 1.030, 0.065], [0.851, -0.074, 2.510], [-0.525, 0.887, 2.010], [-0.728, -0.340, 3.289], [-0.290, -2.165, 1.643], [-1.686, -1.201, 1.160], [1.117, -1.135, -0.158], [-0.485, -1.619, -0.981], [-1.654, -0.054, -0.999], [-0.322, 0.840, -2.949], [1.132, -0.090, -2.350], [1.596, 2.045, -1.697], [-0.007, 2.313, -0.913]], "mulliken_charge": [-1.06, -0.40, -0.13, -0.15, -0.79, -0.43, -0.67, 0.29, 0.28, 0.39, 0.28, 0.27, 0.35, 0.14, 0.35, 0.36, 0.28, 0.35, 0.28]}

***

No. 5
{"formula": "C35H48Br30N5O3S", "method": "ωB97M-V/def2-TZVPD", "lumo_energy_ev": -3.40, "e_homo_ev": -10.9, "homo_lumo_gap_ev": 7.54, "charge": 1, "spin_multiplicity": 1, "species": ["C", "C", "O", "C", "C", "O", "C", "C", "C", "C", "C", "N", "N", "C", "C", "C", "C", "N", "C", "C", "C", "C", "C", "C", "C", "C", "S", "C", "N", "N", "C", "O", "C", "C", "H", "H", "H", "H", "H", "H", "H", "H", "H", "H", "H", "H", "H", "H", "H", "H", "H", "H", "H", "H", "H", "H", "H", "H", "H", "H", "H", "H", "H", "H", "H", "H", "H", "H", "H", "H", "H", "H", "C", "Br", "Br", "Br", "H", "C", "Br", "Br", "Br", "H", "C", "Br", "Br", "Br", "H", "C", "Br", "Br", "Br", "H", "C", "Br", "Br", "Br", "H", "C", "Br", "Br", "Br", "H", "C", "Br", "Br", "Br", "H", "C", "Br", "Br", "Br", "H", "C", "Br", "Br", "Br", "H", "C", "Br", "Br", "Br", "H"], "positions_angstrom": [[-3.514, 0.430, -2.565], [-3.944, 0.688, -4.026], [-3.161, 0.026, -5.016], [-3.068, -1.373, -4.834], [-1.566, -1.737, -4.467], [-0.918, -0.511, -4.074], [0.324, -0.773, -3.435], [0.403, -0.247, -1.999], [0.799, 1.035, -1.761], [1.149, 2.055, -2.857], [0.151, 3.264, -2.641], [-1.214, 2.743, -2.369], [0.920, 1.525, -0.475], [0.671, 0.809, 0.596], [0.872, 1.373, 2.010], [2.312, 0.864, 2.470], [2.253, -0.080, 3.697], [2.605, -1.492, 3.351], [0.204, -0.539, 0.481], [-0.118, -1.349, 1.603], [-0.564, -2.641, 1.475], [-0.676, -3.195, 0.158], [-1.129, -4.647, 0.053], [-2.662, -4.820, 0.265], [-3.489, -4.196, -0.925], [-4.140, -2.849, -0.545], [-5.784, -3.106, 0.221], [-6.525, -1.509, -0.040], [-5.788, -0.455, -0.046], [-6.643, 0.616, -0.243], [-7.808, 0.114, -0.354], [-7.847, -1.246, -0.246], [-0.376, -2.414, -0.943], [0.070, -1.068, -0.843], [-3.701, -0.606, -2.237], [-4.102, 1.122, -1.932], [-2.451, 0.640, -2.374], [-5.019, 0.452, -4.143], [-3.797, 1.771, -4.203], [-3.268, -1.883, -5.800], [-3.792, -1.788, -4.113], [-1.604, -2.395, -3.580], [-1.044, -2.185, -5.337], [1.130, -0.271, -4.006], [0.537, -1.854, -3.406], [0.953, 1.679, -3.867], [2.192, 2.449, -2.722], [0.084, 3.895, -3.543], [0.437, 3.867, -1.749], [-1.917, 3.409, -2.688], [-1.357, 2.673, -1.364], [1.224, 2.484, -0.344], [0.916, 2.470, 1.911], [0.082, 1.039, 2.692], [2.775, 0.288, 1.642], [2.996, 1.699, 2.671], [3.065, 0.237, 4.407], [1.267, -0.096, 4.197], [2.569, -1.643, 2.348], [1.946, -2.130, 3.788], [-0.045, -0.948, 2.616], [-0.810, -3.184, 2.390], [-0.623, -5.275, 0.812], [-0.888, -5.105, -0.925], [-3.014, -4.306, 1.182], [-2.953, -5.881, 0.324], [-2.777, -4.011, -1.755], [-4.224, -4.926, -1.303], [-3.530, -2.268, 0.170], [-4.267, -2.249, -1.459], [-8.676, 0.748, -0.538], [-0.491, -2.894, -1.920], [5.544, 4.954, 2.335], [4.297, 4.377, 0.979], [4.783, 6.306, 3.476], [6.269, 3.481, 3.350], [6.372, 5.412, 1.809], [5.132, 0.520, -3.438], [5.237, 1.715, -4.946], [6.710, 0.611, -2.329], [3.515, 0.818, -2.417], [5.077, -0.488, -3.831], [5.687, 0.645, 6.854], [7.173, 1.086, 5.684], [4.971, 2.222, 7.699], [4.292, -0.426, 6.042], [6.108, 0.024, 7.635], [0.835, -2.472, 7.975], [0.259, -0.925, 8.969], [1.265, -2.016, 6.146], [2.296, -3.381, 8.843], [0.003, -3.163, 7.945], [0.803, 2.074, -7.428], [2.189, 1.197, -8.447], [-0.086, 0.861, -6.221], [1.473, 3.621, -6.485], [0.063, 2.426, -8.135], [-0.389, 7.732, -4.501], [-1.252, 8.106, -6.181], [-1.503, 6.653, -3.347], [1.355, 6.944, -4.753], [-0.240, 8.680, -4.000], [1.106, 2.447, 11.672], [-0.506, 2.280, 10.620], [1.851, 0.727, 12.122], [2.403, 3.586, 10.810], [0.829, 2.927, 12.602], [-10.705, -2.568, 1.662], [-10.817, -1.788, 3.422], [-8.935, -3.239, 1.291], [-12.053, -3.919, 1.388], [-10.900, -1.776, 0.950], [1.801, -4.061, -5.692], [3.519, -3.204, -5.515], [1.059, -4.540, -3.971], [0.581, -2.999, -6.745], [1.961, -4.987, -6.230], [10.147, 0.686, 3.069], [8.678, 0.649, 1.816], [10.807, -1.085, 3.446], [11.553, 1.868, 2.484], [9.762, 1.085, 3.999]], "mulliken_charge": [1.35, -0.67, -0.38, -0.98, 2.28, 0.33, -1.34, 2.47, -2.04, 0.25, -1.05, -0.30, 0.57, 0.39, -1.34, -0.67, 0.20, -0.51, 1.02, -0.71, -1.03, 0.30, -1.35, -0.61, -0.71, -0.04, -0.37, 0.63, 0.01, -0.66, -0.01, -0.21, -0.04, 0.12, -0.95, 0.62, -0.54, 0.32, 0.34, 0.46, 0.32, -0.77, -0.98, 0.67, -0.39, -0.45, 0.84, 0.39, 0.21, 0.29, 0.17, 0.30, 0.44, 0.73, 0.35, 0.21, -0.21, 0.49, 0.23, 0.14, 0.26, 0.56, 0.54, 0.21, 0.41, 0.33, 0.00, 0.67, 0.43, -0.51, 0.43, -0.62, -0.44, 0.02, -0.01, 0.11, 0.34, -0.33, -0.01, -0.02, 0.20, 0.26, -0.46, -0.01, 0.03, 0.09, 0.35, -0.42, 0.05, 0.07, -0.01, 0.36, -0.45, -0.06, 0.15, -0.05, 0.43, -0.31, 0.01, -0.02, -0.04, 0.35, -0.30, -0.05, -0.01, 0.00, 0.33, -0.34, -0.01, 0.09, -0.01, 0.31, -0.41, 0.00, 0.02, -0.02, 0.40, -0.06, 0.03, 0.00, -0.01, 0.01]}